Entry 1:
Computed, not measured: a molecular structure, C38H73CsN13O2P in a non-equilibrium geometry, with ωB97M-V/def2-TZVPD.

The total charge is -2. As for the LUMO energy: 3.61 eV. The HOMO energy is 1.52 eV. Its HOMO-LUMO gap is 2.08 eV. For the energy, the calculation gives -73887.03639 eV.

Last column: Löwdin charge in e.
Atoms and positions in Å:
Cs (0.68, -0.62, -1.30)  0.847
C (-5.39, -3.28, 1.42)  -0.095
N (-4.34, -2.34, 1.77)  -0.136
C (-4.22, -2.08, 3.20)  -0.071
C (-3.26, -2.11, 0.91)  -0.381
N (-2.28, -1.31, 0.99)  0.139
C (-2.03, -0.22, 1.92)  -0.204
C (-2.51, 1.14, 1.37)  -0.164
N (-1.54, 2.19, 1.67)  -0.156
C (-1.87, 3.47, 1.07)  -0.207
C (-1.63, 3.59, -0.43)  -0.198
N (-0.23, 3.87, -0.67)  0.130
C (0.14, 4.66, -1.59)  -0.392
N (-0.74, 5.31, -2.50)  -0.181
C (-1.43, 4.50, -3.48)  -0.063
C (-0.43, 6.65, -2.94)  -0.101
N (1.49, 5.01, -1.72)  -0.174
C (2.35, 4.52, -0.65)  -0.085
C (2.04, 4.69, -3.04)  -0.062
C (-1.29, 2.33, 3.11)  -0.179
C (0.13, 1.94, 3.57)  -0.188
N (0.10, 0.61, 4.12)  0.105
C (0.77, 0.29, 5.15)  -0.391
N (0.53, -0.93, 5.78)  -0.160
C (-0.52, -1.75, 5.19)  -0.082
C (1.70, -1.73, 6.13)  -0.060
N (1.74, 1.13, 5.75)  -0.196
C (1.78, 1.26, 7.18)  -0.102
C (3.01, 1.27, 5.06)  -0.067
N (-3.34, -2.96, -0.24)  -0.204
C (-2.88, -2.27, -1.43)  -0.092
C (-2.55, -4.18, -0.01)  -0.063
H (-6.31, -2.99, 1.93)  0.074
H (-5.15, -4.31, 1.72)  0.079
H (-5.55, -3.27, 0.35)  0.080
H (-5.02, -2.62, 3.71)  0.074
H (-4.33, -1.02, 3.44)  0.076
H (-3.27, -2.44, 3.59)  0.086
H (-0.95, -0.16, 2.05)  0.096
H (-2.44, -0.38, 2.90)  0.057
H (-3.49, 1.40, 1.81)  0.117
H (-2.64, 1.05, 0.29)  0.110
H (-1.21, 4.22, 1.52)  0.110
H (-2.91, 3.76, 1.30)  0.114
H (-2.28, 4.39, -0.81)  0.110
H (-1.89, 2.67, -0.96)  0.103
H (-1.46, 3.47, -3.15)  0.079
H (-0.93, 4.54, -4.45)  0.085
H (-2.46, 4.85, -3.61)  0.085
H (0.14, 7.17, -2.19)  0.085
H (-1.37, 7.19, -3.11)  0.079
H (0.13, 6.68, -3.89)  0.067
H (1.90, 4.73, 0.31)  0.076
H (3.32, 5.03, -0.72)  0.075
H (2.52, 3.44, -0.71)  0.088
H (1.49, 5.19, -3.83)  0.057
H (2.02, 3.61, -3.23)  0.101
H (3.08, 5.03, -3.08)  0.082
H (-1.99, 1.72, 3.68)  0.108
H (-1.48, 3.37, 3.41)  0.102
H (0.53, 2.67, 4.28)  0.105
H (0.76, 1.95, 2.68)  0.121
H (-1.37, -1.12, 4.94)  0.063
H (-0.81, -2.51, 5.92)  0.078
H (-0.18, -2.24, 4.27)  0.098
H (1.42, -2.47, 6.88)  0.083
H (2.49, -1.11, 6.55)  0.057
H (2.10, -2.26, 5.26)  0.089
H (0.80, 1.04, 7.60)  0.086
H (2.04, 2.30, 7.45)  0.077
H (2.52, 0.61, 7.67)  0.069
H (2.89, 1.08, 4.00)  0.075
H (3.77, 0.58, 5.45)  0.081
H (3.40, 2.29, 5.19)  0.078
H (-3.37, -1.30, -1.52)  0.072
H (-3.12, -2.87, -2.32)  0.090
H (-1.81, -2.09, -1.40)  0.020
H (-2.85, -4.65, 0.93)  0.075
H (-1.47, -3.97, 0.04)  0.077
H (-2.73, -4.89, -0.82)  0.080
C (-2.88, -0.89, -9.19)  -0.067
C (-2.50, -0.60, -7.76)  -0.290
C (-3.45, -0.30, -6.81)  -0.035
C (-3.11, -0.02, -5.48)  -0.184
C (-4.26, 0.25, -4.54)  -0.053
C (-1.76, -0.03, -5.09)  -0.022
C (-0.78, -0.38, -6.05)  -0.181
C (0.69, -0.50, -5.76)  -0.050
C (-1.18, -0.65, -7.36)  -0.034
C (-1.36, 0.35, -3.65)  -0.675
O (-2.27, 0.55, -2.82)  -0.060
O (-0.13, 0.45, -3.39)  -0.418
H (-3.97, -0.87, -9.32)  0.064
H (-2.52, -1.87, -9.51)  0.073
H (-2.45, -0.14, -9.87)  0.072
H (-4.50, -0.28, -7.09)  0.100
H (-5.21, 0.07, -5.07)  0.063
H (-4.25, 1.27, -4.17)  0.080
H (-4.22, -0.39, -3.66)  0.064
H (1.12, 0.44, -5.43)  0.075
H (1.21, -0.83, -6.66)  0.065
H (0.89, -1.22, -4.96)  0.082
H (-0.41, -0.92, -8.08)  0.107
C (5.44, -4.32, 1.22)  -0.239
N (5.76, -3.30, 0.24)  -0.167
C (6.32, -2.15, 0.96)  -0.248
N (5.50, -1.62, 2.03)  -0.202
C (5.15, -2.71, 2.92)  -0.252
N (4.53, -3.88, 2.28)  -0.161
C (3.17, -3.65, 1.73)  -0.335
P (2.92, -2.52, 0.22)  0.625
C (4.58, -2.99, -0.59)  -0.332
C (4.25, -1.09, 1.43)  -0.282
H (6.37, -4.65, 1.70)  0.103
H (4.99, -5.18, 0.71)  0.116
H (6.52, -1.36, 0.24)  0.106
H (7.28, -2.48, 1.39)  0.100
H (4.47, -2.33, 3.68)  0.097
H (6.07, -3.06, 3.41)  0.101
H (2.53, -3.28, 2.54)  0.052
H (2.77, -4.63, 1.45)  0.045
H (4.85, -2.19, -1.28)  0.059
H (4.38, -3.88, -1.21)  0.051
H (3.60, -0.69, 2.23)  0.006
H (4.50, -0.25, 0.74)  0.003
C (1.74, -3.61, -0.62)  -0.485
H (2.04, -4.60, -1.02)  -0.090
H (1.11, -3.08, -1.33)  -0.242


Entry 2:
Computed, not measured: 3 unconnected molecules or ions with the total composition C38H74Br2N7O5P3Si in a non-equilibrium geometry, with ωB97M-V/def2-TZVPD.

The total charge is 0. As for the LUMO energy: -1.14 eV. The HOMO energy is -7.99 eV. Its HOMO-LUMO gap is 6.84 eV. For the energy, the calculation gives -237095.43280 eV.

Last column: Löwdin charge in e.
Atoms and positions in Å:
H (-3.97, -2.08, -4.26)  0.037
N (-4.30, -1.72, -3.35)  0.089
C (-3.47, -0.86, -2.90)  -0.233
C (-3.81, -0.19, -1.51)  -0.131
C (-2.86, -0.63, -0.35)  -0.134
C (-1.50, -1.03, -0.78)  0.049
C (-0.56, -1.43, 0.22)  -0.040
C (-0.87, -1.41, 1.67)  -0.003
C (-2.21, -1.01, 2.12)  -0.042
C (-2.46, -1.07, 3.66)  -0.311
C (-2.99, -2.50, 4.17)  -0.090
C (-3.20, 0.15, 4.31)  -0.237
C (-2.50, 0.45, 5.72)  -0.090
C (-3.22, -0.63, 1.08)  -0.177
C (-4.68, -0.20, 1.42)  -0.640
Br (-5.69, -1.43, 2.58)  0.771
C (-4.84, 1.35, 1.85)  -0.665
C (-6.06, 2.00, 1.05)  -0.154
Br (-3.24, 2.37, 1.26)  0.739
C (0.32, -1.84, 2.55)  -0.322
O (0.74, -1.31, 3.55)  0.083
C (1.15, -3.06, 2.00)  -0.232
P (1.73, -4.38, 3.20)  0.918
C (1.10, -6.08, 2.73)  -0.319
C (3.62, -4.49, 3.10)  -0.302
C (1.43, -3.07, 0.66)  -0.120
C (2.28, -4.18, -0.04)  -0.096
C (3.77, -3.67, -0.33)  -0.241
O (3.88, -2.29, 0.06)  -0.256
Si (5.28, -1.54, -0.57)  0.468
C (5.02, 0.35, -0.28)  -0.168
C (5.52, -1.76, -2.45)  -0.177
C (6.82, -2.06, 0.43)  -0.177
C (0.86, -1.92, -0.25)  -0.262
O (1.43, -1.46, -1.21)  0.111
H (-2.54, -0.60, -3.47)  0.108
H (-3.70, 0.93, -1.62)  0.118
H (-4.89, -0.40, -1.36)  0.102
H (-1.16, -1.05, -1.83)  0.101
H (-1.43, -1.03, 4.13)  0.099
H (-3.88, -2.31, 4.83)  0.056
H (-2.23, -3.02, 4.81)  0.079
H (-3.28, -3.17, 3.31)  0.065
H (-2.98, 1.06, 3.69)  0.061
H (-4.27, 0.00, 4.56)  0.070
H (-2.88, -0.29, 6.47)  0.073
H (-1.38, 0.47, 5.63)  0.077
H (-2.86, 1.48, 6.02)  0.069
H (-5.28, -0.24, 0.47)  0.050
H (-5.06, 1.47, 2.93)  0.077
H (-7.05, 1.74, 1.50)  0.085
H (-5.93, 3.12, 1.06)  0.063
H (-5.96, 1.71, -0.03)  0.073
H (1.89, -6.82, 3.07)  0.046
H (0.95, -6.25, 1.63)  0.028
H (0.17, -6.35, 3.28)  0.032
H (4.10, -3.50, 2.89)  0.040
H (3.97, -5.21, 2.31)  0.027
H (4.05, -4.84, 4.08)  0.038
H (2.38, -5.10, 0.58)  0.072
H (1.80, -4.49, -1.01)  0.124
H (4.05, -3.87, -1.40)  0.112
H (4.48, -4.27, 0.32)  0.104
H (5.39, 0.91, -1.18)  0.028
H (5.52, 0.67, 0.66)  0.033
H (3.91, 0.50, -0.25)  0.037
H (6.28, -2.53, -2.72)  0.037
H (5.92, -0.78, -2.83)  0.035
H (4.55, -1.93, -3.00)  0.034
H (7.39, -2.92, -0.02)  0.035
H (7.47, -1.14, 0.52)  0.039
H (6.46, -2.39, 1.44)  0.033
C (1.55, 6.21, 6.19)  -0.142
N (0.84, 4.99, 5.85)  -0.331
C (1.73, 3.85, 6.07)  -0.140
P (-0.29, 4.73, 4.59)  0.792
O (-1.21, 3.85, 5.44)  -0.281
N (-1.49, 6.00, 4.46)  -0.339
C (-1.63, 7.01, 5.51)  -0.138
C (-2.83, 5.50, 4.15)  -0.155
N (0.75, 5.61, 3.44)  -0.306
C (0.62, 7.01, 3.07)  -0.140
C (0.87, 4.82, 2.20)  -0.148
H (2.36, 6.43, 5.49)  0.080
H (1.99, 6.12, 7.18)  0.085
H (0.89, 7.07, 6.24)  0.049
H (2.51, 3.80, 5.30)  0.078
H (1.17, 2.91, 6.04)  0.069
H (2.21, 3.89, 7.05)  0.079
H (-1.67, 6.56, 6.50)  0.090
H (-2.54, 7.60, 5.36)  0.081
H (-0.83, 7.75, 5.47)  0.049
H (-3.34, 5.12, 5.04)  0.078
H (-2.78, 4.69, 3.42)  0.032
H (-3.45, 6.29, 3.71)  0.081
H (-0.32, 7.24, 2.58)  0.086
H (1.43, 7.29, 2.39)  0.090
H (0.75, 7.67, 3.93)  0.061
H (-0.07, 4.83, 1.63)  0.076
H (1.12, 3.78, 2.44)  0.076
H (1.68, 5.19, 1.56)  0.078
C (-1.89, -1.92, -8.48)  -0.141
N (-1.13, -0.81, -7.95)  -0.333
C (-1.25, 0.33, -8.86)  -0.143
P (0.38, -0.84, -7.12)  0.786
O (-0.02, 0.24, -6.12)  -0.282
N (0.45, -2.08, -5.88)  -0.335
C (-0.74, -2.79, -5.46)  -0.134
C (1.16, -1.64, -4.67)  -0.151
N (1.03, -2.01, -8.31)  -0.308
C (1.07, -3.45, -8.15)  -0.139
C (2.36, -1.56, -8.74)  -0.152
H (-1.45, -2.34, -9.40)  0.081
H (-2.91, -1.61, -8.71)  0.085
H (-2.00, -2.73, -7.76)  0.049
H (-0.68, 0.16, -9.78)  0.078
H (-0.88, 1.24, -8.39)  0.070
H (-2.30, 0.51, -9.12)  0.079
H (-1.57, -2.10, -5.25)  0.070
H (-0.55, -3.37, -4.55)  0.085
H (-1.06, -3.53, -6.19)  0.052
H (0.52, -1.04, -4.02)  0.065
H (2.04, -1.04, -4.92)  0.073
H (1.51, -2.51, -4.10)  0.076
H (1.69, -3.78, -7.31)  0.086
H (1.48, -3.91, -9.05)  0.091
H (0.07, -3.88, -8.04)  0.062
H (3.10, -1.69, -7.94)  0.079
H (2.33, -0.50, -9.01)  0.075
H (2.71, -2.10, -9.62)  0.078